1.
60
Properties=species:S:1:pos:R:3:forces:R:3 method="wB97M-V/def2-TZVPD" gap_ev=7.28 spin_multiplicity=1 relative_energy_kcal_mol=0.3 energy_ev=-109729.9097 total_charge=0
Li 1.7096 -1.1198 1.2821 0.0 0.0 0.1
C 3.9741 -2.0390 -0.3869 0.0 0.0 0.0
C 3.1008 -1.0273 -1.1382 0.0 0.0 0.0
N 2.5310 -0.0079 -0.2649 -0.1 0.0 0.0
C 3.3565 1.1323 0.0881 0.0 0.0 0.0
C 4.5013 0.8492 1.0628 0.0 0.0 0.0
S 4.0530 -0.0141 2.6044 0.0 0.0 0.0
C 5.0015 -1.5569 2.4645 0.0 0.0 0.0
C 4.2137 -2.7739 1.9625 0.0 0.0 0.0
N 3.3438 -2.4537 0.8546 0.0 0.0 0.0
H 4.9396 -1.5931 -0.1486 0.0 0.0 0.0
H 4.1924 -2.8802 -1.0577 0.0 0.0 0.0
H 2.2561 -1.5563 -1.5840 0.0 0.0 0.0
H 3.6874 -0.5915 -1.9615 0.0 0.0 0.0
H 1.6625 0.3203 -0.6779 0.0 0.0 0.0
H 2.6936 1.8712 0.5430 0.0 0.0 0.0
H 3.8085 1.6064 -0.7993 0.0 0.0 0.0
H 4.9367 1.8094 1.3440 0.0 0.0 0.0
H 5.2985 0.2846 0.5823 0.0 0.0 0.0
H 5.3942 -1.7766 3.4575 0.0 0.0 0.0
H 5.8699 -1.3549 1.8366 0.0 0.0 0.0
H 3.5815 -3.1439 2.7719 0.0 0.0 0.0
H 4.9430 -3.5687 1.7369 0.0 0.0 0.0
H 2.6168 -3.1438 0.7046 0.0 0.0 0.0
C -1.6117 0.4343 3.3053 0.0 0.0 0.0
C -0.7890 -0.5175 2.4563 0.1 0.1 0.0
O 0.4158 -0.2640 2.3558 0.0 0.1 0.0
C -1.4375 -1.6447 1.8162 0.0 -0.1 0.0
C -2.8219 -1.8479 2.0055 0.0 0.0 0.0
C -3.5051 -2.8782 1.4141 0.0 0.0 0.0
C -2.7900 -3.7707 0.5945 0.1 0.0 0.0
C -1.4497 -3.6150 0.3853 0.0 0.0 0.0
C -0.7021 -2.5434 0.9687 0.0 0.0 0.0
O 0.5396 -2.4272 0.7021 0.0 -0.1 0.0
H -0.9467 1.2078 3.6796 0.0 0.0 0.0
H -2.0766 -0.0822 4.1459 0.0 0.0 0.0
H -2.4084 0.8935 2.7183 0.0 0.0 0.0
H -3.3666 -1.1658 2.6460 0.0 0.0 0.0
H -4.5654 -3.0104 1.5816 0.0 0.0 0.0
H -3.3093 -4.5950 0.1183 0.0 0.0 0.0
H -0.9017 -4.2947 -0.2557 0.0 0.0 0.0
C -3.8295 0.8806 -0.7568 0.0 0.0 0.0
N -2.9915 1.6267 -1.6729 0.0 0.0 -0.1
C -1.7279 1.2879 -2.0406 0.0 -0.1 0.1
Se -0.7831 -0.1619 -1.4705 0.1 0.0 -0.1
N -1.3123 2.2437 -2.9118 0.0 0.0 0.0
C -2.3003 3.1945 -3.1140 0.0 0.0 0.0
C -2.3601 4.3371 -3.8903 0.0 0.0 0.0
C -3.5382 5.0704 -3.8449 0.0 0.0 0.0
C -4.6128 4.6721 -3.0514 0.0 0.0 0.0
C -4.5502 3.5249 -2.2723 0.0 0.0 0.0
C -3.3749 2.7947 -2.3191 0.0 0.1 0.0
H -3.2661 0.0230 -0.3939 0.0 0.0 0.0
H -4.7247 0.5331 -1.2729 0.0 0.0 0.0
H -4.1144 1.5179 0.0810 0.0 0.0 0.0
H -0.4039 2.2003 -3.3383 0.0 0.0 0.0
H -1.5288 4.6497 -4.5077 0.0 0.0 0.0
H -3.6236 5.9703 -4.4386 0.0 0.0 0.0
H -5.5140 5.2700 -3.0431 0.0 0.0 0.0
H -5.3831 3.2143 -1.6564 0.0 0.0 0.0

---

2.
54
Properties=species:S:1:pos:R:3:forces:R:3 method="wB97M-V/def2-TZVPD" gap_ev=8.75 spin_multiplicity=1 smiles="CC(C)CCCN1C(Nc2ccccc2)=NC[C@@H]1Cc1ccccc1" relative_energy_kcal_mol=0.0 energy_ev=-27755.7563 total_charge=0
C -3.6988 -0.7837 1.0666 -0.1 0.3 0.1
H -3.1704 -1.1425 0.1868 0.1 -0.1 -0.1
H -3.0308 -0.8455 1.9218 0.1 -0.1 0.1
H -4.5407 -1.4474 1.2533 0.0 -0.1 0.0
C -4.1952 0.6433 0.8499 0.0 0.0 -0.3
C -5.2581 0.6590 -0.2476 0.1 0.1 0.3
H -4.8332 0.3128 -1.1874 0.0 -0.1 -0.2
H -6.0889 0.0076 0.0139 -0.1 -0.1 0.0
H -5.6459 1.6644 -0.3967 -0.1 0.1 -0.1
C -3.0650 1.6102 0.4772 -0.1 0.1 0.3
C -1.9782 1.7626 1.5481 0.2 -0.1 -0.2
H -2.3720 1.4682 2.5226 0.0 0.0 0.1
H -1.6895 2.8128 1.6266 0.0 0.0 0.1
C -0.7168 0.9257 1.2759 -0.3 0.1 0.3
N -0.0179 1.2824 0.0688 -0.1 -0.1 -0.1
C -0.2683 0.7848 -1.1881 0.2 0.5 -0.3
N 0.0373 1.5424 -2.1740 -0.1 -0.6 -0.4
C 0.5397 2.7841 -1.6343 -0.2 0.1 0.1
H 1.5210 3.0010 -2.0613 0.0 0.1 0.1
H -0.1318 3.6004 -1.9234 0.1 0.0 0.1
C 0.5936 2.5938 -0.0963 0.3 0.3 0.0
C 2.0165 2.6376 0.5081 -0.2 0.0 0.0
C 2.7337 1.3173 0.4316 0.1 0.1 0.1
C 3.1379 0.7769 -0.7839 0.0 0.0 0.0
C 3.7779 -0.4486 -0.8336 0.0 0.0 -0.1
C 4.0367 -1.1504 0.3314 0.0 -0.1 0.0
C 3.6467 -0.6190 1.5480 0.0 -0.1 0.1
C 2.9964 0.6021 1.5941 0.0 0.1 0.0
H 2.6938 1.0074 2.5503 0.0 0.1 0.1
H 3.8456 -1.1557 2.4646 0.0 0.0 0.1
H 4.5392 -2.1055 0.2904 0.0 -0.1 0.0
H 4.0779 -0.8565 -1.7876 0.0 0.0 -0.1
H 2.9469 1.3103 -1.7017 0.0 0.1 -0.1
H 1.9430 2.9358 1.5566 0.1 0.0 0.0
H 2.5881 3.4069 -0.0164 0.0 0.1 0.1
H -0.0074 3.3643 0.4002 0.0 -0.1 0.0
N -0.8689 -0.4369 -1.4023 -0.4 0.0 -0.2
C -0.5316 -1.6544 -0.8161 0.1 -0.4 0.3
C -1.2782 -2.7815 -1.1636 0.0 0.1 0.0
C -1.0085 -4.0049 -0.5840 0.0 0.0 0.0
C 0.0107 -4.1296 0.3463 0.0 -0.1 0.1
C 0.7664 -3.0187 0.6785 -0.1 -0.1 0.0
C 0.5048 -1.7890 0.1041 0.0 0.1 -0.1
H 1.1169 -0.9380 0.3507 0.1 0.1 0.0
H 1.5778 -3.1045 1.3860 0.1 0.0 0.1
H 0.2191 -5.0871 0.7991 0.0 -0.1 0.0
H -1.5972 -4.8670 -0.8613 -0.1 -0.1 0.0
H -2.0688 -2.6884 -1.8952 -0.1 0.0 0.0
H -1.2169 -0.5087 -2.3493 0.1 0.1 0.1
H -0.0225 1.0479 2.1152 0.0 -0.2 0.0
H -0.9861 -0.1275 1.2100 0.1 0.0 0.1
H -2.6104 1.2821 -0.4591 -0.1 0.0 -0.1
H -3.5157 2.5877 0.2884 0.0 0.0 -0.1
H -4.6551 0.9960 1.7812 0.0 0.0 0.0

---

3.
58
Properties=species:S:1:pos:R:3:forces:R:3 method="wB97M-V/def2-TZVPD" gap_ev=7.88 spin_multiplicity=1 smiles="CCOC(=O)[C@H]1CCCN(c2c(NCCCN(C)c3ccccc3)c(=O)c2=O)C1" relative_energy_kcal_mol=27.2 energy_ev=-35944.8147 total_charge=0
C 0.2725 -0.2915 -4.6562 -0.2 -0.1 0.4
C -0.1967 -0.1040 -3.2269 0.3 0.6 -0.1
H -0.7891 0.8106 -3.1138 0.1 -0.1 0.0
H 0.6517 -0.0545 -2.5348 -0.2 0.0 0.0
O -1.0097 -1.2278 -2.8693 -0.1 -0.2 -0.3
C -1.6524 -1.1721 -1.7194 -0.3 -0.1 0.3
O -1.6035 -0.2204 -0.9686 0.0 0.0 -0.1
C -2.4745 -2.4058 -1.4020 0.0 -0.2 0.1
C -2.0702 -2.9167 -0.0004 -0.3 0.4 -0.1
N -0.7645 -3.5179 -0.0342 0.2 0.1 0.1
C 0.3599 -2.8738 0.3282 -0.1 0.2 0.4
C 0.6956 -1.6751 0.9731 -0.4 -0.1 -0.2
N 0.0298 -0.5842 1.3926 -0.3 -0.1 -0.1
H -0.8143 -0.3255 0.8945 0.1 -0.2 0.0
C 0.7572 0.5082 2.0074 0.4 0.4 0.1
H 1.5083 0.0725 2.6684 -0.1 0.1 0.0
H 0.0494 1.0824 2.6086 0.1 0.0 0.1
C 1.4644 1.4318 1.0113 -0.3 0.0 0.0
H 2.1597 0.8409 0.4124 0.1 0.0 0.0
H 2.0445 2.1537 1.5865 0.1 0.0 0.0
C 0.5011 2.1788 0.0758 0.4 -0.1 0.1
N -0.4073 3.0652 0.7641 -0.2 -0.2 -0.1
C 0.0363 4.2171 1.3729 0.0 0.2 0.1
C 1.3217 4.7280 1.1424 0.1 -0.1 -0.1
C 1.7417 5.9001 1.7377 0.0 0.0 0.0
C 0.9078 6.6077 2.5861 0.0 0.1 0.1
C -0.3630 6.1164 2.8261 0.1 0.1 0.0
C -0.7950 4.9454 2.2357 -0.2 -0.1 0.0
H -1.7904 4.5982 2.4598 -0.1 -0.1 0.0
H -1.0320 6.6493 3.4872 -0.1 0.0 0.0
H 1.2426 7.5220 3.0515 0.0 0.1 0.0
H 2.7388 6.2642 1.5339 0.1 0.0 0.0
H 2.0068 4.2185 0.4845 0.0 -0.1 -0.1
C -1.7696 2.6308 0.9506 -0.1 0.1 0.0
H -2.4627 3.4345 0.6874 -0.1 0.0 0.1
H -1.9761 2.3236 1.9834 -0.1 0.0 0.0
H -1.9724 1.7877 0.2947 0.0 0.0 0.0
H 1.0873 2.7457 -0.6564 0.0 -0.1 0.0
H -0.0965 1.4572 -0.4820 0.0 0.1 0.0
C 2.1145 -2.0631 1.0707 0.5 0.3 0.4
O 3.0994 -1.5875 1.5885 -0.3 -0.1 -0.2
C 1.7644 -3.3104 0.2912 0.3 -0.5 -0.6
O 2.3520 -4.2336 -0.2304 -0.1 0.2 0.3
C -0.6732 -4.6567 -0.9248 0.2 -0.3 -0.5
C -0.9842 -4.2190 -2.3570 -0.2 -0.2 0.2
C -2.3520 -3.5391 -2.4237 0.2 0.1 -0.1
H -3.1286 -4.2762 -2.2051 -0.1 0.0 0.0
H -2.5265 -3.1529 -3.4284 -0.1 -0.1 0.0
H -0.2101 -3.5289 -2.6934 0.1 -0.1 0.0
H -0.9718 -5.0874 -3.0159 0.0 0.0 0.0
H -1.3985 -5.4080 -0.5941 0.0 0.0 0.0
H 0.3301 -5.0769 -0.8613 -0.1 0.0 0.0
H -2.7903 -3.6809 0.3122 0.0 0.1 0.0
H -2.0870 -2.1022 0.7239 -0.1 -0.1 0.0
H -3.5145 -2.0637 -1.3478 0.1 0.0 0.0
H -0.5797 -0.3506 -5.3279 -0.1 0.0 -0.1
H 0.8953 0.5493 -4.9459 0.1 0.1 0.0
H 0.8504 -1.2073 -4.7441 0.1 -0.1 -0.1

---

4.
59
Properties=species:S:1:pos:R:3:forces:R:3 method="wB97M-V/def2-TZVPD" gap_ev=7.53 spin_multiplicity=1 relative_energy_kcal_mol=0.0 energy_ev=-55653.5860 total_charge=0
Pt 0.3352 0.4621 -0.0071 0.0 0.4 0.2
C -5.1169 1.9414 -0.2712 0.0 0.0 0.0
C -4.8439 1.5468 1.0312 0.0 0.0 0.0
C -3.6627 0.8788 1.3272 -0.1 0.1 -0.1
C -2.7662 0.6358 0.3034 0.3 0.0 0.0
C -3.0049 1.0477 -0.9969 -0.1 0.0 0.0
C -4.2013 1.6858 -1.2852 0.0 0.0 0.0
N -1.5444 -0.0830 0.5585 -0.2 0.1 -0.1
N -1.7041 -1.1589 1.1652 0.3 -0.3 0.1
C -0.5037 -1.8822 1.2983 -0.5 0.1 0.1
C -0.5642 -3.0987 1.9693 0.2 -0.1 0.0
C 0.5957 -3.8448 2.0772 -0.1 0.1 0.0
C 1.7684 -3.3486 1.5114 0.0 -0.1 0.1
C 1.8077 -2.1289 0.8472 0.0 0.1 -0.1
C 0.6591 -1.3503 0.7184 0.1 -0.5 0.1
H -6.0460 2.4496 -0.4962 0.0 0.0 0.0
H -5.5564 1.7481 1.8205 0.0 0.0 0.0
H -3.4374 0.5528 2.3329 0.0 0.0 0.0
H -2.2699 0.8512 -1.7681 0.0 0.0 0.0
H -4.4168 1.9787 -2.3059 0.0 0.0 0.0
H -1.5051 -3.4321 2.3867 0.0 0.0 0.0
H 0.5925 -4.7980 2.5879 0.0 0.0 0.0
H 2.6774 -3.9334 1.5919 0.0 0.0 0.0
H 2.7404 -1.7853 0.4208 0.0 0.0 0.0
S 2.5626 0.7934 -0.6800 -0.3 0.0 -0.4
C 1.9195 0.6559 -2.2402 0.3 -0.2 0.1
N 1.4055 0.5302 -3.2728 0.1 0.1 -0.1
C -2.1043 3.6362 -6.9182 0.0 0.0 0.0
C -2.7354 4.0410 -5.5917 0.0 0.0 0.0
C -2.3714 3.1007 -4.4473 0.0 0.0 0.0
C -0.8696 3.0915 -4.1444 0.1 0.0 -0.1
N -0.5564 2.6395 -2.8023 0.0 0.1 0.2
C -0.6808 3.3796 -1.6991 0.0 0.0 -0.2
S -0.1617 2.8207 -0.1757 -0.1 0.2 0.1
N -1.2060 4.6095 -1.8113 0.0 0.0 0.0
C -1.4687 5.5015 -0.6827 0.0 0.0 -0.1
C -2.7684 5.1895 0.0617 0.0 0.0 0.0
C -3.9929 5.9092 -0.4946 -0.1 0.1 0.0
C -4.2934 5.6038 -1.9568 0.0 0.0 -0.1
H -2.4009 4.3060 -7.7254 0.0 0.0 0.0
H -2.4053 2.6238 -7.1961 0.0 0.0 0.0
H -1.0139 3.6513 -6.8681 0.0 0.0 0.0
H -3.8223 4.0772 -5.6939 0.0 0.0 0.0
H -2.4244 5.0606 -5.3337 0.0 0.0 0.0
H -2.6883 2.0828 -4.6921 0.0 0.0 0.0
H -2.9184 3.3798 -3.5425 0.0 0.1 0.0
H -0.4327 4.0843 -4.3228 0.0 0.0 0.0
H -0.3422 2.4124 -4.8125 0.0 0.0 0.0
H 0.0208 1.8062 -2.7203 -0.1 0.0 -0.1
H -1.4157 4.9481 -2.7353 0.0 0.0 0.0
H -1.5002 6.5142 -1.0922 0.0 0.0 0.0
H -0.6135 5.4544 -0.0114 0.0 0.0 0.0
H -2.6358 5.4670 1.1100 0.0 0.0 0.0
H -2.9246 4.1078 0.0528 0.0 0.0 0.0
H -3.8630 6.9894 -0.3686 0.0 0.0 0.0
H -4.8624 5.6401 0.1108 0.0 0.0 0.0
H -3.5140 5.9823 -2.6245 0.0 0.0 0.0
H -5.2305 6.0622 -2.2750 0.0 0.0 0.0
H -4.3738 4.5268 -2.1201 0.0 0.0 0.0